(1)
Molecular formula: C16H58N12O13
Method: DFT, wB97M-V/def2-TZVPD

- Relative energy (zero: lowest compared OMol25 entry of this formula, charge and spin): 7.942 eV
- LUMO: -0.3 eV
- Total charge: 0
- Total energy: -62028.4402 eV

Atoms and positions in Å:
C (1.6693, -3.4734, -1.8810)
C (2.4853, -3.5204, -0.5960)
O (1.8783, -2.7294, 0.3900)
H (0.7423, -4.0214, -1.6630)
H (2.2033, -4.0344, -2.6400)
H (1.3463, -2.4824, -2.2150)
H (3.4933, -3.2004, -0.7410)
H (2.6423, -4.5304, -0.2630)
H (2.1543, -1.8454, 0.1900)
C (-3.3537, 2.8436, -0.1950)
C (-2.7637, 4.1686, 0.2110)
O (-2.8407, 4.3536, 1.6240)
H (-4.3797, 2.6766, 0.0320)
H (-2.8647, 1.9506, 0.2860)
H (-3.1647, 2.6326, -1.2140)
H (-3.2827, 4.9956, -0.2750)
H (-1.6927, 4.2266, -0.1490)
H (-2.6147, 3.5136, 2.0240)
C (2.3623, -0.9044, 3.1340)
C (2.2213, 0.6166, 3.0800)
O (2.1953, 1.1236, 1.7500)
H (2.4663, -1.3174, 4.1230)
H (3.2133, -1.1704, 2.6380)
H (1.6173, -1.4244, 2.5420)
H (3.0843, 1.0186, 3.6020)
H (1.3573, 0.9956, 3.6430)
H (1.4633, 1.7546, 1.7140)
C (0.1583, 2.8366, -2.0320)
O (-1.0187, 2.1906, -2.4640)
N (0.4003, 4.1156, -2.0330)
N (1.2603, 2.1976, -1.7690)
H (-0.4667, 4.6706, -1.9300)
H (1.2723, 4.5936, -1.7620)
H (1.1463, 1.2056, -1.6140)
H (2.1503, 2.5936, -1.3640)
C (-2.2327, -2.9954, 0.8310)
O (-3.5707, -3.1884, 0.4720)
N (-1.2237, -3.3384, 0.0900)
N (-1.8207, -2.8834, 2.0600)
H (-1.4677, -3.5604, -0.8970)
H (-0.3157, -3.1504, 0.3500)
H (-2.5587, -2.7864, 2.7380)
H (-0.9047, -3.2154, 2.3980)
C (-3.0317, -0.7504, -2.1460)
O (-3.2937, -0.1204, -0.9830)
N (-2.0477, -0.4034, -2.9110)
N (-3.5987, -1.8564, -2.5020)
H (-1.6387, 0.5396, -2.7720)
H (-1.8497, -1.1084, -3.6300)
H (-4.3417, -1.9514, -1.7530)
H (-3.8067, -2.0584, -3.5190)
C (-0.4037, -2.0234, -5.3580)
O (-0.5217, -2.5784, -4.1020)
N (0.6313, -2.0514, -6.0740)
N (-1.4667, -1.7564, -6.0730)
H (1.4623, -2.1944, -5.5250)
H (0.7143, -1.2134, -6.7280)
H (-2.4077, -1.8244, -5.6950)
H (-1.4037, -1.0754, -6.8360)
C (3.8193, -0.5024, -1.2870)
O (3.6593, -1.0854, -2.5310)
N (4.9513, -0.0444, -0.8650)
N (2.8973, -0.3504, -0.4410)
H (5.7283, -0.0234, -1.5160)
H (5.1253, 0.4096, 0.0550)
H (1.9383, -0.5684, -0.8120)
H (2.8703, 0.2386, 0.4320)
C (1.8633, 4.2836, 1.2230)
O (0.7963, 3.4266, 1.0940)
N (3.0043, 3.7926, 1.5930)
N (1.8503, 5.5396, 0.8590)
H (2.9763, 2.8286, 1.8850)
H (3.7693, 4.3856, 1.8940)
H (0.9173, 5.8546, 0.4920)
H (2.4083, 6.1526, 1.4610)
C (-0.3117, -0.2144, 0.1340)
O (0.1563, -0.5524, -1.1720)
H (0.1153, -0.9074, 0.8630)
H (-1.3677, -0.2854, 0.2080)
H (-0.0267, 0.8116, 0.4130)
H (-0.5577, -0.7794, -1.7470)
C (1.6413, -4.2124, 3.6850)
O (0.8073, -3.8334, 2.6240)
H (2.1623, -3.4024, 4.2240)
H (2.3723, -4.8844, 3.3220)
H (1.0263, -4.7174, 4.4530)
H (1.2813, -3.3924, 1.9240)
C (-1.1427, 2.2146, 3.0820)
O (-2.4197, 2.5966, 3.6280)
H (-0.3077, 2.8716, 3.3600)
H (-1.2417, 2.0096, 2.0070)
H (-0.9237, 1.2036, 3.4450)
H (-2.5067, 2.3426, 4.5580)
C (-3.6667, 0.0426, 2.3290)
O (-4.5537, -0.5804, 1.4190)
H (-2.6557, -0.0804, 1.9180)
H (-3.6187, -0.2994, 3.3780)
H (-4.0077, 1.0886, 2.2910)
H (-4.2657, -0.4574, 0.4990)

=====

(2)
Molecular formula: C3H9O2
Method: DFT, wB97M-V/def2-TZVPD

- Relative energy (zero: lowest compared OMol25 entry of this formula, charge and spin): 1.102 eV
- LUMO: 4.2 eV
- Total charge: -1
- Total energy: -7351.0263 eV

Atoms and positions in Å:
C (0.0643, 0.0892, -0.8781)
O (-0.7059, -1.0204, -0.7045)
C (-0.1022, 1.2384, 0.1793)
C (-1.4890, 1.1751, 0.8401)
H (-0.1497, 0.4153, -1.9434)
H (1.1630, -0.1346, -0.7963)
H (-0.0294, 2.2187, -0.3395)
H (0.8511, 1.2532, 0.7161)
H (-1.9250, 0.2217, 0.5578)
H (-2.1400, 1.9527, 0.4140)
H (-1.3848, 1.4187, 1.9026)
H (1.4473, -2.5533, -0.4542)
H (2.1463, -3.5756, 0.4435)
O (2.2539, -2.6991, 0.0626)

=====

(3)
Molecular formula: C6H9N3
Method: DFT, wB97M-V/def2-TZVPD

- Relative energy (zero: lowest compared OMol25 entry of this formula, charge and spin): 2.929 eV
- LUMO: 1.1 eV
- Total charge: 0
- Total energy: -10834.6976 eV

Atoms and positions in Å:
C (-2.3610, 0.7535, 0.1422)
C (-2.2821, -0.6453, 0.0962)
C (-1.1385, 1.3102, -0.0830)
C (-0.9644, -0.9236, -0.0706)
C (1.1068, 0.0260, -0.3286)
C (2.1274, 0.9979, 0.3001)
N (-0.2946, 0.2368, -0.2187)
N (-0.0945, -2.0276, -0.2522)
N (1.1925, -1.3247, 0.0740)
H (-3.3580, 1.2753, 0.3810)
H (-2.9498, -1.4005, 0.3291)
H (-0.6837, 2.2453, 0.0304)
H (1.1123, 0.2692, -1.7479)
H (2.9747, 1.1475, -0.4234)
H (2.4504, 0.8232, 1.3502)
H (1.5009, 1.9752, 0.3183)
H (-0.1590, -2.7437, 0.3931)
H (1.8205, -1.9946, -0.2904)